# 1
133
Properties=species:S:1:pos:R:3 method="wB97M-V/def2-TZVPD" smiles="COC(=O)OC.COC(=O)OC.COC(=O)OC.O=C1CCCO1.O=C1CCCO1.O=C1CCCO1.O=C1CCCO1.O=C1CCCO1.O=C1CCCO1.O=C1CCCO1.C1CCOC1" orbital_gap_ha=0.35642 de_lowest_kj_mol=4.43 fmax_ev_per_a=5.97 energy_ev=-92754.7529 charge=0 e_homo_ev=-9.586
C 2.88322 -7.33821 9.81760
O 3.62898 -6.40171 9.04293
C 3.05651 -5.26273 8.56904
O 1.81105 -5.13023 8.45336
O 4.04495 -4.42616 8.16055
C 3.78348 -3.29903 7.26149
H 2.62304 -6.88744 10.77530
H 3.52675 -8.18586 10.05311
H 1.97176 -7.69316 9.33660
H 3.18566 -2.52342 7.74019
H 3.07941 -3.60115 6.48619
H 4.73378 -3.00662 6.81482
C 3.60350 4.42293 -8.19466
O 4.39935 4.60110 -6.97304
C 5.54062 5.24270 -6.94573
O 5.94647 5.96481 -7.86844
O 6.14174 4.89430 -5.84924
C 7.28586 5.59339 -5.35902
H 2.77166 3.77182 -7.92601
H 4.20552 3.95027 -8.97072
H 3.29162 5.38699 -8.59643
H 7.36665 5.47071 -4.27896
H 7.15618 6.67531 -5.38622
H 8.19981 5.36445 -5.90710
C 3.92615 7.03109 0.59827
O 5.15989 7.35686 1.27612
C 5.22602 8.40236 2.02280
O 4.40755 9.23987 2.35171
O 6.49336 8.42750 2.36817
C 6.98012 9.57835 2.99825
H 3.88582 7.09135 -0.48931
H 3.09333 7.50741 1.11560
H 3.81556 5.95456 0.72851
H 8.03912 9.64315 2.74842
H 6.76081 9.62139 4.06509
H 6.63336 10.52635 2.58695
O -4.16892 -11.31037 3.75596
C -4.41799 -10.15810 3.29206
C -4.42336 -9.87341 1.86656
C -4.43755 -8.35880 1.77649
C -4.73248 -7.89452 3.27572
O -4.58077 -9.08308 4.05172
H -3.50757 -10.27380 1.43169
H -5.34784 -10.10504 1.33760
H -3.44544 -8.00319 1.49836
H -5.17111 -7.98517 1.06208
H -3.86872 -7.24879 3.43400
H -5.64121 -7.31380 3.43406
O -4.18186 -0.44057 4.77482
C -4.46220 0.20542 5.77275
C -5.66838 0.11399 6.63238
C -5.15680 0.61464 7.94256
C -4.05202 1.55222 7.63139
O -3.57615 1.01453 6.39877
H -6.28825 0.90776 6.21551
H -6.11608 -0.87805 6.57284
H -5.97983 1.07189 8.49178
H -4.79619 -0.21051 8.55670
H -4.41318 2.57576 7.53123
H -3.29850 1.66362 8.41107
O -5.52202 -2.18101 -4.53025
C -6.25819 -1.39954 -4.00015
C -6.66090 -1.32360 -2.51249
C -8.02815 -0.60878 -2.76519
C -7.86606 0.26378 -3.98794
O -6.88623 -0.46058 -4.80184
H -6.83792 -2.35034 -2.19224
H -5.89615 -0.78835 -1.94967
H -8.74844 -1.38967 -3.00912
H -8.30535 -0.09084 -1.84703
H -8.75633 0.34441 -4.61164
H -7.51375 1.25578 -3.70525
O 4.46434 -7.60162 -3.73782
C 3.38216 -8.10477 -3.90218
C 2.97250 -9.54474 -3.96698
C 1.54254 -9.54365 -3.81765
C 1.15385 -8.20028 -4.37824
O 2.30759 -7.43777 -4.23286
H 3.30047 -10.07920 -4.85855
H 3.45430 -10.12058 -3.17683
H 1.13342 -10.32254 -4.46112
H 1.18027 -9.66731 -2.79708
H 0.81807 -8.21524 -5.41512
H 0.32975 -7.66955 -3.90150
O 10.43422 0.81895 -0.66304
C 9.88643 -0.18725 -0.39080
C 8.40828 -0.48276 -0.01702
C 8.54269 -1.83080 0.63844
C 9.63675 -2.49472 -0.16975
O 10.50435 -1.38044 -0.55783
H 7.99825 0.23874 0.68968
H 7.73745 -0.37947 -0.86990
H 8.80727 -1.79443 1.69522
H 7.61659 -2.39769 0.54316
H 10.17146 -3.16236 0.50586
H 9.32220 -3.05162 -1.05238
O -6.96063 5.84992 4.18743
C -6.17855 6.02083 3.26736
C -4.77546 6.63052 3.40218
C -4.26646 6.28481 2.00839
C -5.17171 5.17144 1.38436
O -6.38398 5.21266 2.18166
H -4.79176 7.71574 3.50285
H -4.29042 6.10177 4.22270
H -4.47140 7.16889 1.40465
H -3.18398 6.17959 1.93576
H -5.22703 5.25739 0.29916
H -4.73158 4.19436 1.58362
O -5.47506 6.86248 -5.16290
C -5.16989 6.36757 -6.26515
C -3.80655 6.11439 -6.84728
C -4.20734 4.93204 -7.79017
C -5.59476 5.13248 -8.17049
O -6.19506 5.83929 -7.08172
H -3.54991 6.93232 -7.52050
H -3.08308 5.93431 -6.05213
H -3.54145 4.86603 -8.65060
H -4.27883 3.98350 -7.25794
H -5.88176 5.72735 -9.03759
H -6.17300 4.21380 -8.26933
C 1.24695 -1.10095 -1.63974
C 0.94739 -1.37671 -0.17850
C 0.89098 0.06518 0.45376
O 0.32062 0.82549 -0.56425
C 0.61666 0.34637 -1.87453
H 0.95518 -1.69860 -2.50333
H 2.32037 -0.96276 -1.76922
H 1.73526 -1.98464 0.26620
H -0.01198 -1.89405 -0.16909
H 1.92227 0.40035 0.56414
H 0.62355 0.19929 1.50188
H 1.33053 0.97409 -2.40788
H -0.26009 0.30734 -2.52098

# 2
135
Properties=species:S:1:pos:R:3 method="wB97M-V/def2-TZVPD" orbital_gap_ha=0.04675 fmax_ev_per_a=3.71 energy_ev=-369611.5340 charge=-1 e_homo_ev=-3.947
C 0.62569 1.97798 -4.36170
C 0.29042 2.70231 -3.46303
C -0.31277 3.54821 -2.44439
C -1.43522 2.65270 -1.67910
C -1.21157 2.17344 -0.20586
C -1.08366 0.65878 0.15338
P -2.34470 0.57804 1.65244
C -1.63282 -0.39946 3.04546
C -3.84270 -0.42340 1.23698
C -4.80057 -0.26560 2.45119
C 0.30739 0.22454 0.65899
C 1.47058 1.02934 1.08295
Br 2.13298 2.15304 -0.31703
C 2.15719 1.05026 2.22674
C 3.36325 1.88572 2.49465
Br 1.65495 -0.08412 3.66884
N 0.43790 -1.06119 0.54060
C 1.55760 -1.94026 0.81840
C 1.18186 -3.06806 1.81375
C -0.78700 -1.62153 -0.05450
C -1.17669 -0.46512 -0.97607
C -2.54667 -0.67728 -1.68147
C -3.17532 -2.07324 -1.55175
C -4.04200 -2.45673 -2.78449
C -5.55530 -2.31161 -2.55639
C -5.97320 -1.06817 -1.77170
C -7.46714 -0.79414 -1.87992
O -8.09375 -1.15469 -0.59879
C -9.46838 -1.17272 -0.55984
O -10.26162 -0.31461 -0.73019
C -9.86454 -2.55471 -0.15123
C -9.27813 -2.97527 0.96981
C -0.12233 -0.28638 -2.09490
C 0.52423 -1.55316 -2.64330
C -0.41360 -2.52401 -3.40367
C 0.39854 -3.29538 -4.45452
S 1.48000 -4.51669 -3.70704
O 2.56883 -3.86570 -3.05153
O 1.88208 -5.43853 -4.73023
Cl 0.40272 -5.57278 -2.32257
H 1.16403 1.49077 -5.13651
H 0.53916 4.04441 -1.75540
H -0.77979 4.39794 -2.92387
H -1.68152 1.83627 -2.35090
H -2.28719 3.32266 -1.68580
H -2.03265 2.57670 0.37266
H -0.35448 2.67596 0.18075
H -2.45253 -0.76693 3.65822
H -1.09062 0.31268 3.65639
H -1.03017 -1.25331 2.74845
H -3.64137 -1.49288 1.16500
H -4.38874 -0.04847 0.37890
H -5.82868 -0.45927 2.14755
H -4.72028 0.73461 2.87027
H -4.54430 -0.98848 3.22261
H 4.01517 1.92448 1.63040
H 3.09124 2.86429 2.87436
H 3.93456 1.39283 3.27595
H 2.38908 -1.40153 1.25351
H 1.93471 -2.42014 -0.08056
H 1.38245 -4.02502 1.33535
H 0.12394 -3.07269 2.06114
H 1.79953 -3.02609 2.70116
H -0.47236 -2.55484 -0.52442
H -1.54884 -1.94441 0.65124
H -3.23620 0.06151 -1.27348
H -2.50905 -0.43865 -2.73947
H -2.44768 -2.87430 -1.44980
H -3.85247 -2.15790 -0.70677
H -3.73444 -1.93277 -3.68847
H -3.85931 -3.51497 -2.98143
H -5.94770 -3.24245 -2.12948
H -6.02028 -2.23116 -3.54090
H -5.43923 -0.17800 -2.08968
H -5.81178 -1.27973 -0.70807
H -7.94631 -1.37364 -2.67249
H -7.60061 0.30012 -2.05493
H -10.55990 -3.17657 -0.69850
H -8.99187 -2.23224 1.71578
H -9.00617 -4.00498 1.18604
H 0.69740 0.35938 -1.78016
H -0.53907 0.24165 -2.94046
H 1.28149 -1.22604 -3.35636
H 1.06389 -2.12217 -1.89485
H -0.71918 -3.28927 -2.69269
H -1.27215 -2.03951 -3.85533
H -0.22052 -3.84942 -5.15514
H 1.09971 -2.65499 -4.98419
O 4.56903 -6.68557 -4.02695
H 3.71818 -6.24702 -4.13692
H 4.37226 -7.62610 -4.01845
C 8.25231 -4.94384 -2.67416
C 7.15006 -3.86879 -2.53241
C 6.54815 -3.62745 -3.93678
O 7.69221 -2.72297 -2.07318
H 9.04228 -4.60634 -3.34761
H 8.69601 -5.16753 -1.70274
H 7.83726 -5.87680 -3.07719
H 6.33990 -4.33145 -1.92457
H 7.30246 -3.26641 -4.63871
H 5.74518 -2.88899 -3.88919
H 6.12335 -4.55245 -4.34438
O 0.67402 6.42777 -2.91528
H 1.54557 6.04480 -3.08800
Al -6.92150 -2.69815 0.36684
N 6.12317 0.20295 4.28510
C 5.33806 0.36037 5.34815
C 5.80977 0.60267 6.62840
C 7.18032 0.68198 6.81478
C 8.01405 0.51808 5.71995
C 7.43744 0.28292 4.48039
H 4.27563 0.28638 5.14694
H 5.12194 0.72601 7.45351
H 7.59229 0.86925 7.79812
H 9.08906 0.57196 5.82187
H 8.05193 0.15200 3.59681
C 2.94890 5.75340 5.42243
C 1.59517 6.39472 5.61166
O 0.88927 6.06664 4.36786
S 1.35429 4.66158 3.85362
O 0.42684 3.65371 4.24567
O 1.75887 4.75223 2.48739
O 2.66854 4.50583 4.75246
H 3.60195 6.34311 4.77264
H 3.44934 5.56997 6.36853
H 1.64831 7.46928 5.74047
H 1.03985 5.96787 6.46357
F -0.05779 6.46690 7.92050
C -0.39709 9.56846 -2.55361
Cl -1.98427 10.13333 -1.99795
Cl 0.91731 10.49076 -1.80842
H -0.28073 8.51927 -2.29854
H -0.34210 9.69634 -3.62704
Br -0.35369 4.97015 -0.40429
Cl -7.98823 1.98181 -0.94378